Record 1
Density functional theory data (ωB97M-V/def2-TZVPD) for a 5-piece molecular cluster, C3H16NO4 overall in a non-equilibrium geometry.

Computed properties:
energy relative to the best compared isomer or geometry (same formula, charge and spin) = 31.7 kcal/mol
E_HOMO = -0.5018 Ha
charge = +1

Structure (XYZ):
```
24
Properties=species:S:1:pos:R:3:nbo_charge:R:1
C 1.163 2.542 -1.125 -0.67
C 0.393 1.517 -0.348 -0.10
C -0.084 0.440 -0.935 -0.09
N -0.729 -0.629 -0.131 -0.72
H 1.696 3.122 -0.368 0.23
H 1.942 2.153 -1.777 0.24
H 0.532 3.305 -1.576 0.25
H 0.415 1.645 0.723 0.21
H 0.293 0.048 -1.874 0.21
H -0.714 -1.559 -0.543 0.45
H -0.373 -0.632 0.836 0.47
H -1.703 -0.321 -0.052 0.46
H -0.432 -0.534 3.773 0.50
H -0.130 0.617 2.757 0.48
O -0.029 -0.325 2.923 -0.96
H 2.523 -1.051 0.116 0.48
H 2.398 -0.965 1.555 0.49
O 2.098 -0.477 0.772 -0.96
H 0.064 -0.992 -3.123 0.47
H 0.422 -2.388 -3.313 0.50
O 0.288 -1.764 -2.587 -0.96
H -2.968 -1.910 1.640 0.48
H -4.000 -0.867 1.221 0.49
O -3.066 -0.975 1.437 -0.97
```

---

Record 2
Density functional theory data (ωB97M-V/def2-TZVPD) for C40H31FN4O3P2Se2Zr as an isolated structure.

Computed properties:
E_HOMO = -0.4488 Ha
charge = +2

Structure (XYZ):
```
84
Properties=species:S:1:pos:R:3:mulliken_charge:R:1
Zr 0.762 1.123 0.549 1.45
Se -3.133 -3.317 -2.902 -0.08
P -2.945 -1.334 -3.542 0.95
C -4.459 -0.348 -3.485 0.14
C -5.664 -0.977 -3.188 -0.51
C -6.835 -0.235 -3.137 -0.68
C -6.803 1.130 -3.380 -0.47
C -5.600 1.759 -3.682 -0.76
C -4.427 1.026 -3.738 -0.21
C -2.157 -1.079 -5.138 0.63
C -2.836 -0.507 -6.207 -0.52
C -2.197 -0.374 -7.432 -0.73
C -0.890 -0.809 -7.586 -0.50
C -0.215 -1.392 -6.519 -0.71
C -0.848 -1.533 -5.298 -0.42
C -1.848 -0.420 -2.400 0.28
C -1.422 -0.709 -1.117 0.02
N -0.732 0.385 -0.732 0.20
N -0.682 1.271 -1.725 -0.95
N -1.350 0.811 -2.733 -0.31
P -1.325 -2.035 0.087 0.61
Se 0.227 -1.264 1.528 -0.32
C -2.857 -2.230 0.973 0.76
C -4.053 -1.854 0.363 -0.14
C -5.246 -2.041 1.042 -0.74
C -5.244 -2.602 2.311 -0.55
C -4.049 -2.974 2.916 -0.79
C -2.849 -2.785 2.253 -0.43
C -0.688 -3.550 -0.591 0.80
C 0.418 -3.501 -1.437 -0.43
C 0.900 -4.673 -1.987 -0.69
C 0.288 -5.884 -1.682 -0.53
C -0.800 -5.928 -0.823 -0.70
C -1.298 -4.758 -0.272 -0.15
H -5.678 -2.045 -3.006 0.44
H -7.773 -0.727 -2.916 0.45
H -7.718 1.707 -3.344 0.42
H -5.579 2.822 -3.882 0.42
H -3.495 1.517 -3.986 0.47
H -3.858 -0.170 -6.094 0.43
H -2.725 0.067 -8.266 0.41
H -0.396 -0.703 -8.542 0.40
H 0.800 -1.744 -6.647 0.42
H -0.337 -2.016 -4.472 0.33
H -4.060 -1.434 -0.634 0.23
H -6.177 -1.750 0.574 0.50
H -6.178 -2.749 2.836 0.41
H -4.051 -3.409 3.906 0.42
H -1.920 -3.072 2.731 0.41
H 0.891 -2.554 -1.676 0.26
H 1.749 -4.647 -2.657 0.43
H 0.664 -6.799 -2.120 0.43
H -1.272 -6.873 -0.591 0.43
H -2.168 -4.785 0.371 0.41
C 7.195 4.262 2.416 -1.89
C 6.282 4.164 3.624 0.49
C 6.972 3.504 4.805 -0.89
C 6.077 3.563 6.028 -0.97
C 4.729 2.976 5.719 1.08
C 3.940 2.472 6.723 -0.67
C 2.694 1.900 6.448 0.02
F 1.978 1.441 7.467 -0.32
C 2.213 1.792 5.178 -1.07
C 3.001 2.295 4.132 0.24
C 2.545 2.204 2.788 1.78
O 1.403 1.620 2.482 -1.13
C 3.373 2.709 1.780 -0.10
C 4.580 3.298 2.082 0.15
N 5.006 3.410 3.332 0.10
C 4.254 2.903 4.388 -0.62
C 2.721 2.428 0.474 0.56
O 1.708 3.091 0.144 -0.59
O 2.791 1.214 0.022 -0.61
H 8.125 4.722 2.745 0.42
H 6.802 4.898 1.624 0.54
H 7.439 3.277 2.014 0.41
H 5.951 5.164 3.917 0.18
H 7.907 4.030 4.993 0.36
H 7.227 2.472 4.550 0.35
H 5.955 4.603 6.344 0.34
H 6.522 3.032 6.869 0.49
H 4.276 2.502 7.752 0.54
H 1.257 1.334 4.976 0.60
H 5.215 3.697 1.308 0.55
```

---

Record 3
Density functional theory data (ωB97M-V/def2-TZVPD) for C25H17ClNO4PW as an isolated structure.

Computed properties:
energy relative to the best compared isomer or geometry (same formula, charge and spin) = 0.0 kcal/mol
E_HOMO = -0.7479 Ha
charge = +4

Structure (XYZ):
```
50
Properties=species:S:1:pos:R:3:mulliken_charge:R:1
W -2.141 1.313 -0.597 1.50
O -2.133 -3.802 1.546 -0.37
C -1.951 -1.060 0.944 0.17
O -2.627 -0.731 -0.033 -0.65
C -1.999 -0.137 2.110 0.48
C -1.864 -0.442 3.463 -0.28
C -1.938 0.588 4.388 -0.79
C -2.088 1.895 3.927 -0.55
C -2.181 2.092 2.548 1.12
N -2.160 1.108 1.639 -0.01
C -2.322 3.471 2.128 -0.12
O -2.451 4.574 2.050 0.05
O -1.760 2.884 -0.196 -0.60
H -1.737 -1.468 3.788 0.58
H -1.877 0.391 5.452 0.55
H -2.136 2.731 4.617 0.58
Cl -2.121 1.108 -3.000 -0.13
C -0.413 0.822 -3.522 0.59
C -0.155 1.007 -4.856 -0.83
C 1.169 0.849 -5.273 -0.52
C 2.171 0.532 -4.366 -0.86
C 1.870 0.352 -3.022 -0.15
C 0.551 0.482 -2.576 0.41
P 0.098 0.278 -0.860 -0.01
C 1.382 0.818 0.253 0.93
C 2.251 -0.083 0.876 -0.46
C 3.292 0.399 1.656 -0.85
C 3.475 1.769 1.799 -0.56
C 2.618 2.669 1.168 -0.80
C 1.567 2.201 0.398 -0.51
C -0.123 -1.553 -0.573 0.01
C 0.300 -2.454 -1.470 -0.70
C 0.040 -3.874 -1.305 -0.63
C -0.748 -4.389 -0.314 -1.15
C -1.292 -3.502 0.617 0.27
C -0.845 -2.065 0.675 1.35
H -0.932 1.283 -5.558 0.52
H 1.409 0.999 -6.318 0.46
H 3.194 0.437 -4.705 0.47
H 2.661 0.129 -2.314 0.52
H 2.157 -1.153 0.725 0.52
H 3.977 -0.292 2.129 0.48
H 4.301 2.141 2.392 0.48
H 2.787 3.733 1.263 0.50
H 0.925 2.908 -0.117 0.48
H 0.830 -2.145 -2.363 0.62
H 0.460 -4.555 -2.040 0.52
H -0.980 -5.448 -0.272 0.42
H -2.390 -4.746 1.591 0.46
H -0.120 -2.061 1.507 0.47
```

---

Record 4
Density functional theory data (ωB97M-V/def2-TZVPD) for a 2-piece molecular cluster, C4H10NO overall in a non-equilibrium geometry.

Computed properties:
energy relative to the best compared isomer or geometry (same formula, charge and spin) = 169.8 kcal/mol
E_HOMO = -0.5077 Ha
charge = +1

Structure (XYZ):
```
16
Properties=species:S:1:pos:R:3:nbo_charge:R:1
C 2.489 0.530 0.091 -0.67
C 1.379 0.176 -0.949 0.07
C 0.066 0.166 -0.496 0.11
N -1.178 -0.220 -1.025 -0.33
C -2.367 -0.564 -0.303 -0.46
H 2.693 -0.445 0.377 0.27
H 2.037 1.022 1.101 0.27
H 3.479 1.032 -0.143 0.29
H 1.611 -0.302 -1.837 0.23
H -0.185 0.384 0.695 0.33
H -1.224 -0.511 -1.998 0.43
H -2.526 0.270 0.367 0.28
H -3.213 -0.796 -1.019 0.26
H -2.110 -1.473 0.448 0.28
H -0.256 0.334 2.772 0.49
O -0.694 0.399 1.918 -0.86
```

---

How do the records compare in E_LUMO? In the order shown, they have -2.76; -6.96; -14.60; -8.44 eV.